1.
ORCA calculation (ωB97M-V/def2-TZVPD) on C14H25ClINOPV as an isolated structure in a non-equilibrium geometry.

XYZ file:
```
45
Properties=species:S:1:pos:R:3:forces:R:3
C -4.716 1.866 0.427 -1.03 1.48 -3.45
I -3.726 1.321 2.823 1.68 -0.45 2.46
H -4.784 0.802 0.180 0.02 0.20 0.32
H -4.858 2.407 -0.518 -0.22 -0.08 -0.15
H -5.529 2.172 1.101 0.51 -0.26 -0.26
V -0.285 -0.334 -0.423 0.85 1.13 -1.04
P -2.088 -1.995 0.165 -1.31 -1.71 0.16
C -3.615 -2.084 1.173 0.21 0.65 0.64
C -2.847 -2.577 -1.395 0.24 0.63 -0.34
H -0.358 -3.697 0.059 -0.20 -0.13 0.16
H -1.934 -4.375 0.614 0.21 0.28 -0.01
H -0.917 -3.413 1.740 -0.03 -0.19 -0.23
C -1.236 -3.530 0.695 0.42 0.41 0.23
H -2.076 -2.906 -2.090 -0.12 -0.04 -0.09
H -3.538 -3.394 -1.158 0.24 0.18 -0.07
H -4.113 -3.038 0.958 0.27 0.22 -0.02
H -4.287 -1.259 0.910 0.10 -0.22 0.16
H -3.405 -1.746 -1.840 0.00 -0.25 -0.09
H -3.383 -2.030 2.247 -0.15 0.08 -0.36
C -3.376 2.207 0.928 0.09 -0.16 0.85
O -2.397 2.748 0.509 -1.10 -0.74 0.17
Cl 0.595 -1.579 -2.140 -0.38 0.74 1.04
C 3.859 0.357 -1.488 0.32 0.31 -0.57
N 3.210 -0.560 -0.522 -0.75 -0.30 -0.10
C 4.057 -1.746 -0.179 0.21 -0.30 0.18
C 2.691 0.169 0.735 0.41 -0.33 -0.21
C 2.001 1.482 0.432 0.72 0.36 0.89
C 2.731 2.644 0.781 -0.19 -0.63 -0.27
C 2.289 3.906 0.403 -0.01 -0.30 0.01
C 1.153 4.011 -0.393 -0.26 -0.43 0.12
C 0.369 2.863 -0.647 0.07 0.46 -0.19
C 0.738 1.606 -0.159 0.01 -1.03 -0.43
H 4.753 0.812 -1.053 -0.17 -0.19 0.05
H 3.155 1.145 -1.759 0.08 -0.11 0.05
H 4.129 -0.198 -2.396 -0.05 0.04 0.36
H 2.370 -0.947 -1.016 0.72 0.30 0.22
H 5.013 -1.434 0.255 -0.27 0.15 -0.13
H 3.529 -2.367 0.550 0.03 0.16 -0.12
H 4.255 -2.352 -1.074 -0.16 0.38 0.17
H 2.073 -0.580 1.264 0.20 0.22 -0.07
H 3.607 0.350 1.318 -0.51 -0.11 0.05
H 3.669 2.524 1.331 -0.29 0.11 -0.18
H 2.858 4.781 0.710 -0.15 -0.12 -0.20
H 0.879 4.992 -0.787 -0.16 -0.44 0.08
H -0.512 2.974 -1.269 -0.10 0.06 0.21
```
Forces are in eV/Å.

Properties
Total energy (hartree): -2721.05656
Total charge: +2
ΔE to the lowest compared entry with this formula, charge and spin (eV): 0.000
Gap between HOMO and LUMO (spin up / spin down) (eV): 5.44 / 6.58
Expectation value of S²: 2.21
Spin multiplicity: 3

---

2.
ORCA calculation (ωB97M-V/def2-TZVPD) on an isolated molecule of C5H10O2.

XYZ file:
```
17
Properties=species:S:1:pos:R:3:forces:R:3
C -0.821 1.434 0.355 0.05 0.10 -0.06
C -0.565 -0.028 0.118 -0.13 0.10 0.01
C -1.634 -0.741 -0.686 0.11 -0.02 0.13
O 0.018 -0.600 1.334 -0.49 -0.23 0.31
C 0.809 -0.558 0.186 0.18 0.30 -0.33
C 2.024 0.357 0.085 -0.11 -0.24 -0.09
O 1.052 -1.855 -0.278 0.09 0.09 0.05
H -0.092 1.807 1.080 -0.13 0.09 -0.20
H -1.820 1.561 0.789 0.14 0.04 -0.15
H -0.750 2.003 -0.575 -0.10 0.07 0.08
H -2.615 -0.706 -0.198 0.19 -0.02 -0.01
H -1.375 -1.778 -0.917 -0.04 0.17 0.11
H -1.719 -0.207 -1.645 -0.01 -0.14 0.26
H 1.739 1.347 -0.313 0.16 -0.47 0.32
H 2.706 -0.113 -0.633 0.00 0.19 0.24
H 2.528 0.476 1.058 -0.20 -0.10 -0.41
H 0.467 -2.409 0.265 0.28 0.08 -0.27
```
Forces are in eV/Å.

Properties
Total energy (hartree): -346.96154
SMILES: CC1(C)O[C@@]1(C)O
ΔE to the lowest compared entry with this formula, charge and spin (eV): 1.738
Gap between HOMO and LUMO (eV): 10.61

---

3.
ORCA calculation (ωB97M-V/def2-TZVPD) on a 2-piece molecular cluster, C6H14NO overall in a non-equilibrium geometry.

XYZ file:
```
22
Properties=species:S:1:pos:R:3:forces:R:3
C 2.651 0.256 -0.013 -1.93 -1.83 1.67
C 1.359 -0.135 -0.299 1.72 1.26 1.03
C 3.756 0.391 -0.985 1.94 1.47 2.20
C -2.937 0.209 -1.032 0.04 -0.75 1.36
C -1.997 0.477 1.340 2.57 2.17 2.41
C -2.273 -0.351 0.228 -2.79 -3.81 -0.99
N -2.327 -1.713 0.381 1.04 2.05 -3.46
O 3.008 0.493 1.333 0.63 -0.37 -0.77
H 0.438 -0.133 0.300 1.21 -0.03 0.35
H -2.188 -2.160 1.240 0.66 -0.33 1.73
H 4.615 -0.312 -0.982 -0.85 0.09 0.30
H 4.158 1.371 -0.643 0.54 -0.49 0.13
H 3.572 0.720 -1.942 -1.31 -0.25 -2.45
H -3.665 1.063 -0.727 0.78 -1.94 -0.34
H -3.341 -0.726 -1.528 0.08 1.87 -0.09
H -2.192 0.765 -1.569 0.47 0.01 -0.83
H -2.533 0.230 2.267 -0.18 -0.24 -0.34
H -0.868 0.358 1.699 -2.19 0.32 -0.91
H -2.200 1.557 1.112 0.37 -1.04 0.24
H 1.159 -0.320 -1.308 -0.12 -0.20 -1.55
H 3.979 0.359 1.560 -1.77 0.29 -1.05
H -2.172 -2.398 -0.433 -0.93 1.74 1.34
```
Forces are in eV/Å.

Properties
Total energy (hartree): -366.67126
Total charge: +1
ΔE to the lowest compared entry with this formula, charge and spin (eV): 2.612
Gap between HOMO and LUMO (eV): 6.53

---

4.
ORCA calculation (ωB97M-V/def2-TZVPD) on C33H48BrEuN3P2Se as an isolated structure in a non-equilibrium geometry.

XYZ file:
```
89
Properties=species:S:1:pos:R:3:forces:R:3
N -4.954 -1.316 2.868 -0.54 0.23 -0.10
C -4.184 -0.311 3.305 0.40 0.16 -0.61
C -3.696 0.685 2.468 -0.81 0.16 0.55
C -4.236 0.808 1.164 0.90 0.14 -0.64
C -4.962 -0.307 0.666 -0.46 -0.21 0.44
C -5.341 -1.305 1.586 0.61 0.35 -0.57
C -3.968 2.025 0.443 0.22 -0.93 4.26
Eu 0.198 0.944 -1.649 0.15 -2.12 1.46
P 2.932 0.273 -2.326 -1.56 -0.86 0.42
C -3.978 2.144 -0.922 0.88 0.75 -4.48
C -2.778 2.562 -1.623 -1.05 -0.68 0.54
C -2.541 2.152 -2.968 0.68 0.22 -0.37
C -1.276 2.340 -3.560 -0.57 0.72 -0.02
C -0.330 3.134 -2.872 0.81 1.06 -0.85
C -0.514 3.506 -1.529 -0.56 0.25 -0.47
C -1.746 3.238 -0.918 1.14 -0.06 -0.08
Br 1.279 3.853 -3.814 -2.04 -0.29 0.75
H -3.495 2.805 1.045 -0.42 -0.12 -0.10
H -4.838 1.862 -1.526 0.08 0.01 0.03
H -2.998 1.436 2.838 -0.33 -0.07 0.05
H -5.285 -0.381 -0.381 -0.03 0.20 0.55
H -3.943 -0.283 4.365 -0.01 -0.16 -0.26
H -5.979 -2.130 1.249 0.31 0.24 0.20
H -3.377 1.729 -3.540 0.56 -0.20 0.27
H -1.882 3.594 0.099 -0.03 -0.25 -0.18
H -1.004 1.917 -4.534 -0.44 0.45 0.18
H 0.337 3.903 -0.979 -0.38 0.52 -0.05
P -0.461 -1.942 -0.905 -0.40 -0.41 -0.74
C 3.207 1.835 -1.394 0.92 0.28 -0.44
C 4.054 2.879 -2.139 -0.11 0.57 0.16
H 3.688 1.551 -0.441 -0.27 -0.03 -0.29
H 2.240 2.301 -1.087 0.41 -0.14 -0.14
H 4.188 3.761 -1.494 0.09 -0.21 -0.26
H 5.045 2.496 -2.422 -0.49 0.16 0.14
H 3.510 3.220 -3.034 0.68 -0.28 0.41
C 2.457 0.609 -4.076 0.11 0.21 -0.45
C 3.604 0.680 -5.093 0.06 0.10 -0.42
H 1.857 1.540 -4.141 0.41 -0.56 0.20
H 1.762 -0.202 -4.375 0.36 0.17 0.18
H 3.215 0.952 -6.090 0.17 -0.14 0.37
H 4.369 1.427 -4.824 -0.33 -0.30 -0.03
H 4.084 -0.306 -5.188 -0.03 0.37 0.03
C 4.410 -0.783 -2.243 0.47 -0.13 0.45
C 5.736 -0.017 -2.219 0.40 -0.13 -0.08
H 4.400 -1.553 -3.037 -0.24 0.46 0.26
H 4.289 -1.327 -1.286 0.09 0.15 -0.45
H 6.568 -0.722 -2.083 -0.23 0.20 -0.01
H 5.924 0.527 -3.157 -0.10 -0.16 0.32
H 5.760 0.692 -1.379 0.08 -0.22 -0.28
C 0.473 -3.368 -0.212 0.18 0.22 0.13
C 1.928 -3.522 -0.643 0.20 -0.11 0.09
H -0.108 -4.261 -0.499 0.18 0.23 0.16
H 0.425 -3.252 0.882 0.04 -0.17 -0.33
H 2.310 -4.460 -0.215 0.04 0.31 -0.18
H 2.053 -3.578 -1.733 -0.08 0.00 0.27
H 2.546 -2.699 -0.261 -0.14 -0.14 -0.08
C -0.335 -2.316 -2.718 0.23 -0.41 0.32
C -1.311 -1.532 -3.594 0.03 -0.33 -0.12
H -0.528 -3.401 -2.779 0.14 0.33 -0.41
H 0.712 -2.129 -3.025 -0.42 -0.18 0.04
H -1.234 -1.907 -4.622 -0.13 0.25 0.13
H -2.352 -1.658 -3.267 0.24 0.09 -0.08
H -1.097 -0.449 -3.634 -0.05 -0.15 0.00
C -2.147 -2.633 -0.589 -0.02 0.27 -0.23
C -2.374 -3.059 0.861 -0.25 -0.05 0.21
H -2.255 -3.493 -1.270 -0.12 0.20 0.22
H -2.876 -1.859 -0.884 0.06 -0.38 0.14
H -3.390 -3.462 0.965 0.27 0.09 0.09
H -1.670 -3.829 1.210 -0.29 0.27 -0.23
H -2.297 -2.198 1.542 -0.12 -0.16 -0.20
C 2.356 1.069 4.192 0.17 0.10 -0.07
N 1.094 0.354 4.198 -0.09 -0.43 -0.88
C 0.475 -0.131 3.074 -0.42 -0.21 2.39
Se 1.118 0.017 1.339 0.06 0.17 0.24
N -0.635 -0.793 3.551 0.65 0.18 -0.97
C -0.745 -0.680 4.948 -0.43 0.56 -0.57
C -1.851 -0.859 5.778 0.07 0.01 0.70
C -1.793 -0.277 7.056 0.08 -0.40 -0.62
C -0.661 0.439 7.482 0.55 -0.05 -0.41
C 0.436 0.611 6.629 -0.12 -0.23 0.36
C 0.366 0.046 5.357 -0.42 0.53 -0.37
H 3.193 0.368 4.066 -0.23 0.25 0.12
H 2.436 1.602 5.144 0.15 -0.08 -0.30
H 2.353 1.777 3.358 0.07 -0.10 0.23
H -1.280 -1.242 2.905 0.16 0.16 0.49
H -2.719 -1.412 5.422 0.26 0.13 0.31
H -2.638 -0.357 7.737 0.15 -0.11 -0.23
H -0.648 0.869 8.486 0.04 -0.12 -0.40
H 1.324 1.169 6.914 -0.28 0.00 0.18
```
Forces are in eV/Å.

Properties
Total energy (hartree): -7818.32127
Total charge: +2
Gap between HOMO and LUMO (spin up / spin down) (eV): 6.22 / 5.06
Expectation value of S²: 15.83
Spin multiplicity: 8